## P
This record from OMol25 describes a molecular structure, ClH3NPS. The level of theory is ωB97M-V/def2-TZVPD.

Last column: Löwdin charge in e.
Positions of all 7 atoms, in Å:
N1 0.2110 -0.1981 0.5098  -0.659
P1 1.5975 0.2072 1.0476  0.770
S1 -0.7468 0.3595 -1.4692  0.234
Cl1 -1.6359 1.3549 -3.0358  -0.061
H1 -0.6602 -0.0814 1.0277  -0.025
H2 1.9504 -0.0559 -0.2899  -0.140
H3 -1.1936 -0.9454 -1.7046  -0.119

Properties
Multiplicity: 1
LUMO level, eV: -0.987


## Q
This record from OMol25 describes ClH3NPS in the gas phase. The level of theory is ωB97M-V/def2-TZVPD.

Last column: Löwdin charge in e.
Positions of all 7 atoms, in Å:
N1 -0.5053 1.8165 -0.7222  -0.201
S1 0.2208 0.1941 0.1315  0.187
P1 -1.1636 -1.3335 -0.1041  0.459
Cl1 2.3017 -0.7263 0.5351  -0.115
H1 -0.7985 1.5141 -1.6508  -0.070
H2 0.1946 0.7677 1.3487  -0.044
H3 -0.2497 -2.2327 0.4619  -0.217

Properties
Multiplicity: 1
SMILES string: N=[S@@H](=P)Cl
LUMO level (alpha / beta), eV: -2.595 / -1.789


Which of them is the most stable? Correct choice: P.


## P
This record from OMol25 describes 2 unconnected molecules or ions with the total composition C2H4N4S. The level of theory is ωB97M-V/def2-TZVPD.

Last column: Löwdin charge in e.
Positions of all 11 atoms, in Å:
C1 -0.9297 0.0101 -1.1805  -0.223
N1 -0.7177 -1.0826 -0.4774  -0.021
N2 -1.5392 -1.0584 0.5225  -0.099
N3 -2.1585 -0.0118 0.6194  0.002
N4 -1.8122 0.7736 -0.5200  0.050
H1 -0.3497 0.1618 -2.0990  0.123
H2 -2.4361 1.5905 -0.6678  0.161
C2 2.2291 0.2838 0.0956  -0.596
S1 1.4466 0.4449 1.5042  0.582
H3 2.4432 -0.7532 -0.3378  0.032
H4 2.8122 1.1187 -0.3033  -0.009

Properties
Multiplicity: 1
SMILES string: c1nnn[nH]1.C=S
LUMO level, eV: -0.461


## Q
This record from OMol25 describes a molecular structure, C2H4N4S. The level of theory is ωB97M-V/def2-TZVPD.

Last column: Löwdin charge in e.
Positions of all 11 atoms, in Å:
C1 -0.4061 0.8857 2.1808  -0.473
C2 -0.6125 1.0587 -0.4213  -0.626
N1 0.4337 0.0212 1.8201  -0.053
N2 -0.5135 1.0890 -1.6435  0.073
N3 0.5867 -0.1248 0.5377  -0.201
N4 1.0671 -1.2165 -0.1999  0.043
S1 -1.2497 1.8635 0.9133  0.957
H1 -0.4671 0.9970 3.2497  0.067
H2 -0.8123 1.8473 -2.2431  0.064
H3 1.7809 -1.0236 -0.8802  0.069
H4 0.2332 -1.6002 -0.6489  0.079

Properties
Multiplicity: 1
LUMO level, eV: 0.660


Which of them is the most stable? Correct choice: P.


## P
This record from OMol25 describes C2H4N4S in the gas phase. The level of theory is ωB97M-V/def2-TZVPD.

Last column: Löwdin charge in e.
Positions of all 11 atoms, in Å:
C1 0.3195 -0.0243 0.2349  -0.652
C2 0.3991 -1.3963 0.7138  -0.162
N1 -1.4821 1.0933 -1.0557  -0.179
N2 0.3606 1.0107 0.9348  0.010
N3 -1.0624 1.9664 -0.3634  -0.195
N4 -0.2548 2.1341 0.5904  -0.044
S1 -0.1652 -0.2049 -1.4908  0.953
H1 1.4009 -1.6658 1.1286  0.094
H2 0.2462 -2.1823 -0.0405  0.051
H3 -0.2756 -1.5927 1.6150  0.109
H4 0.5137 0.8619 -2.2670  0.017

Properties
Multiplicity: 1
LUMO level, eV: -0.186


## Q
This record from OMol25 describes C2H4N4S in the gas phase. The level of theory is ωB97M-V/def2-TZVPD.

Last column: Löwdin charge in e.
Positions of all 11 atoms, in Å:
C1 -2.4684 -0.6757 0.7290  -0.330
C2 -1.3986 -1.1908 -0.2439  -0.892
N1 -2.8008 0.4819 0.8303  0.191
N2 -0.2148 -0.6540 -0.1702  -0.042
N3 0.3228 0.3323 0.7236  -0.051
N4 1.0856 1.2344 0.2133  0.013
S1 -1.6409 -2.4364 -1.2544  0.656
H1 -2.9208 -1.6252 1.3057  0.153
H2 0.3795 -0.9417 -0.8970  0.088
H3 1.6845 0.9336 -0.5465  0.099
H4 1.5112 1.8534 0.9064  0.116

Properties
Multiplicity: 1
LUMO level (alpha / beta), eV: -0.392 / -0.845


Which of them is the most stable? Correct choice: Q.


## P
This record from OMol25 describes 2 unconnected molecules or ions with the total composition C3H9NS. The level of theory is ωB97M-V/def2-TZVPD.

Last column: Löwdin charge in e.
Positions of all 14 atoms, in Å:
C1 0.4634 0.4890 0.9031  -0.409
C2 -0.5520 -0.6861 0.5913  -0.336
C3 -0.8041 -0.5724 -0.8336  -0.546
H1 2.2847 -0.7368 1.0510  0.233
H2 2.1831 0.9925 -0.0756  0.157
H3 0.0764 1.3458 0.8109  -0.011
H4 0.4154 0.3084 2.1871  0.167
H5 -1.5036 -0.5006 1.0637  0.096
H6 0.0484 -1.5899 0.7324  0.106
H7 -1.5959 -1.2788 -1.4404  0.085
H8 0.1685 -0.5538 -1.6140  0.123
H9 -0.8454 1.7327 -2.2350  -0.064
N1 1.5281 -0.0061 0.1373  -0.104
S1 -1.8670 1.0563 -1.2782  0.503

Properties
Multiplicity: 1
LUMO level, eV: 0.400


## Q
This record from OMol25 describes 2 unconnected molecules or ions with the total composition C3H9NS. The level of theory is ωB97M-V/def2-TZVPD.

Last column: Löwdin charge in e.
Positions of all 14 atoms, in Å:
C1 2.9192 0.0901 0.0707  -0.128
N1 1.6427 -0.6635 0.2223  -0.150
C2 0.5157 0.2397 -0.0114  -0.371
C3 -0.7544 -0.5672 0.0031  -0.701
S1 -2.2831 0.4032 -0.1305  0.587
H1 3.7125 -0.6318 0.2622  0.070
H2 2.9429 0.8747 0.8263  0.076
H3 3.0287 0.4751 -0.9585  0.075
H4 1.5846 -1.4595 -0.4342  0.108
H5 0.3888 0.9496 0.8219  0.089
H6 0.6976 0.7267 -0.9738  0.111
H7 -0.6854 -1.2930 -0.8312  0.074
H8 -0.8948 -1.2110 0.8790  0.063
H9 -1.6765 1.0279 1.4908  0.099

Properties
Multiplicity: 1
LUMO level, eV: -0.306


Which of them is the most stable? Correct choice: Q.


## P
This record from OMol25 describes 2 unconnected molecules or ions with the total composition C3H9NS. The level of theory is ωB97M-V/def2-TZVPD.

Last column: Löwdin charge in e.
Positions of all 14 atoms, in Å:
C1 1.5757 2.0947 0.1608  -0.194
N1 0.6142 2.4979 0.8770  0.005
H1 1.8583 2.5692 -0.7915  0.059
H2 2.2322 1.2590 0.4794  0.054
H3 0.3196 1.6756 1.4130  0.009
C2 -1.6556 -0.8752 0.6588  -0.437
S1 0.0322 -0.9491 0.0734  0.728
C3 -0.2405 -1.3522 -1.6431  -0.431
H4 -1.8338 -0.2985 1.5640  0.034
H5 -2.4054 -0.6768 -0.1210  0.044
H6 -1.9119 -1.9296 0.8135  0.023
H7 -0.9984 -2.1347 -1.7554  0.039
H8 0.6486 -1.9234 -1.9197  0.030
H9 -0.5233 -0.4407 -2.1655  0.038

Properties
Multiplicity: 1
SMILES string: C=N.CSC
LUMO level, eV: 0.893


## Q
This record from OMol25 describes 2 unconnected molecules or ions with the total composition C3H9NS. The level of theory is ωB97M-V/def2-TZVPD.

Last column: Löwdin charge in e.
Positions of all 14 atoms, in Å:
C1 -4.6941 0.4274 -1.7141  -0.165
N1 -4.1394 0.9545 -0.6969  -0.002
H1 -4.2213 -0.4359 -2.0793  0.032
H2 -5.1743 1.0032 -2.5621  0.073
H3 -4.1719 2.0105 -0.8422  0.061
C2 1.7252 -0.0795 1.4454  -0.185
C3 2.7860 -0.1821 0.3020  -0.540
S1 4.2831 -1.3496 0.6697  0.567
H4 0.8753 -0.6895 1.1791  0.050
H5 2.1038 -0.3020 2.4430  0.055
H6 1.2682 0.9541 1.5416  0.081
H7 2.2929 -0.4374 -0.6348  0.055
H8 3.3651 0.7700 0.3812  0.051
H9 3.7014 -2.6438 0.5673  -0.133

Properties
Multiplicity: 1
SMILES string: C=N.CCS
LUMO level, eV: 0.950


Which of them is the most stable? Correct choice: P.


## P
This record from OMol25 describes 2 unconnected molecules or ions with the total composition C3H9NS. The level of theory is ωB97M-V/def2-TZVPD.

Last column: Löwdin charge in e.
Positions of all 14 atoms, in Å:
C1 0.6586 -1.0427 1.7566  -0.113
N1 0.6809 -0.8147 0.2364  -0.123
C2 -0.2302 0.1587 -0.2123  -0.428
C3 -0.5248 0.3082 -1.6747  -0.672
S1 -1.9624 1.3424 -1.9245  0.622
H1 1.0475 -0.1985 2.3394  0.055
H2 -0.3263 -1.1764 2.3126  0.092
H3 1.3637 -1.8681 1.9975  0.071
H4 1.6607 -0.5807 -0.0279  0.119
H5 -0.0267 1.1020 0.1525  0.037
H6 -1.2077 -0.1454 0.2444  0.119
H7 -0.7217 -0.5619 -2.0881  0.014
H8 0.2934 0.7653 -2.1598  0.049
H9 -0.7049 2.7117 -0.9521  0.158

Properties
Multiplicity: 1
LUMO level, eV: -1.247


## Q
This record from OMol25 describes 2 unconnected molecules or ions with the total composition C3H9NS. The level of theory is ωB97M-V/def2-TZVPD.

Last column: Löwdin charge in e.
Positions of all 14 atoms, in Å:
C1 -2.7299 -0.1777 -1.0822  -0.572
S1 -1.0372 -0.6564 -0.5070  0.418
H1 -3.3457 -1.0998 -1.0231  0.001
H2 -2.7897 0.1762 -2.1422  0.016
H3 -3.0658 0.5682 -0.3510  -0.003
C2 2.4026 -0.3842 0.0886  -0.068
C3 0.3727 1.0019 0.8843  -0.109
N1 1.2378 -0.0032 0.9315  -0.215
H4 2.5248 0.4192 -0.6676  0.102
H5 3.3296 -0.3542 0.6552  0.068
H6 2.3137 -1.4602 -0.1275  0.090
H7 0.1372 1.5786 -0.0087  0.052
H8 -0.2801 1.1423 1.7329  0.073
H9 0.9299 -0.7508 1.6169  0.148

Properties
Multiplicity: 1
LUMO level, eV: 0.120


## R
This record from OMol25 describes C3H9NS in the gas phase. The level of theory is ωB97M-V/def2-TZVPD.

Last column: Löwdin charge in e.
Positions of all 14 atoms, in Å:
C1 0.1445 -1.5890 -0.4270  -0.082
C2 -0.4758 -0.1985 -0.1987  -0.555
N1 -0.4487 0.5128 -1.4411  0.032
C3 0.3530 0.4384 0.9099  -0.537
S1 -0.3940 1.9884 1.5668  0.673
H1 0.3560 -2.1768 0.4547  0.068
H2 -0.5409 -2.1217 -1.0915  0.074
H3 1.0191 -1.4481 -1.0665  0.077
H4 -1.4923 -0.3620 0.1636  0.133
H5 -1.3058 0.9592 -1.7245  0.074
H6 0.3447 1.1226 -1.5511  0.074
H7 1.3059 0.7336 0.4780  0.074
H8 0.4246 -0.2528 1.7338  0.062
H9 0.7098 2.3939 2.1936  -0.165

Properties
Multiplicity: 1
SMILES string: C[C@H](N)CS
LUMO level, eV: 0.967


## S
This record from OMol25 describes C3H9NS in the gas phase. The level of theory is ωB97M-V/def2-TZVPD.

Last column: Löwdin charge in e.
Positions of all 14 atoms, in Å:
C1 1.7440 -1.1642 0.1581  -0.150
N1 0.4959 -0.8552 -0.5245  -0.155
C2 0.0580 0.5573 -0.3978  -0.318
C3 -1.4540 0.5857 -0.3760  -0.552
S1 -2.0587 2.1181 0.4222  0.693
H1 2.5536 -0.5947 -0.2902  0.077
H2 1.6842 -0.9948 1.2478  0.075
H3 1.9091 -2.2430 0.1148  0.074
H4 -0.2181 -1.4509 -0.1233  0.080
H5 0.6579 1.0897 -1.1366  0.117
H6 0.3826 0.9339 0.5832  0.085
H7 -1.8839 -0.3150 0.0393  0.070
H8 -1.8756 0.7045 -1.3751  0.060
H9 -1.9948 1.6286 1.6579  -0.156

Properties
Multiplicity: 1
SMILES string: CNCCS
LUMO level, eV: 0.922


Which of them is the most stable? Correct choice: R.